Here is a cluster of 2 separate species, C3H11N3O in total at a distorted geometry from the OMol25 dataset. Energies are from ωB97M-V/def2-TZVPD.

Last column: Mulliken charge in e.
Atoms and positions in Å:
C -1.898 -1.426 0.277  -0.9275
C -1.536 0.008 0.049  -0.0887
C -2.265 1.026 0.480  -0.7483
H -0.667 0.206 -0.697  0.5134
H -2.860 -1.524 0.780  0.3479
H -1.932 -1.971 -0.674  0.2511
H -1.138 -1.908 0.893  0.2451
H -3.120 0.889 1.116  0.2743
H -2.009 2.050 0.248  0.2601
N 1.809 -0.205 -0.165  0.1401
N 1.135 0.458 -1.225  -0.5672
N 3.176 0.070 -0.197  -0.6083
O 1.258 0.333 1.052  -0.4647
H 0.245 0.226 0.938  0.3881
H 3.374 1.014 0.147  0.2431
H 1.306 -0.065 -2.078  0.2451
H 1.477 1.417 -1.349  0.2225
H 3.645 -0.600 0.404  0.2738

As for the SMILES: NN(N)O.C=CC. Its HOMO energy is -9.123 eV. As for the net charge: 0. The lowest unoccupied orbital energy comes out at 1.1 eV. As for the electronic energy: -360.26078 Eh.

=====

Here is a cluster of 5 separate species, C11H25ClN4O11S in total at a distorted geometry from the OMol25 dataset. Energies are from ωB97M-V/def2-TZVPD.

Last column: Mulliken charge in e.
Atoms and positions in Å:
C -3.680 -0.534 0.590  -0.7698
C -3.439 -0.557 -0.915  -0.4407
S -2.336 0.758 -1.500  -0.0992
C -0.721 -0.034 -1.461  0.5396
O -0.026 0.311 -0.247  -0.2339
C 0.980 -0.455 0.162  0.5234
O 1.923 -0.006 0.810  -0.6527
O 0.929 -1.773 -0.222  0.1067
C 0.715 -2.684 0.863  -0.1061
Cl -0.350 -1.995 2.112  -0.0662
C 0.109 -3.962 0.332  -0.6614
C -1.025 -3.778 -0.661  -1.0269
H -3.722 0.467 0.989  0.3831
H -4.595 -1.065 0.821  0.4333
H -2.888 -1.070 1.100  -0.0130
H -3.045 -1.517 -1.213  0.1018
H -4.369 -0.356 -1.427  0.4039
H -0.182 0.361 -2.303  0.2959
H -0.861 -1.098 -1.564  -0.6908
H 1.682 -2.867 1.303  0.3816
H 0.901 -4.521 -0.152  0.3874
H -0.264 -4.525 1.174  0.3593
H -1.926 -3.438 -0.165  0.2601
H -1.243 -4.741 -1.105  0.4141
H -0.768 -3.107 -1.466  0.2215
C -0.025 4.250 -2.502  -0.7598
N -0.839 3.394 -3.404  0.8964
O -1.866 3.836 -3.852  -0.5342
O -0.408 2.276 -3.604  -0.5233
H -0.513 5.211 -2.397  0.3245
H 0.035 3.738 -1.547  0.2694
H 0.959 4.354 -2.949  0.3232
C 2.804 4.047 0.894  -0.6742
N 2.307 5.294 0.249  0.9121
O 3.119 6.062 -0.208  -0.5329
O 1.105 5.451 0.224  -0.5268
H 3.885 4.043 0.840  0.3125
H 2.457 4.055 1.922  0.2841
H 2.377 3.206 0.356  0.2300
C -1.693 -0.208 5.651  -0.7200
N -2.618 -1.199 5.036  0.8733
O -3.099 -0.927 3.959  -0.4849
O -2.821 -2.216 5.657  -0.5283
H -1.608 0.640 4.984  0.2937
H -2.117 0.079 6.608  0.3016
H -0.737 -0.702 5.789  0.2705
C 3.652 -1.435 -2.030  -0.4425
N 4.274 -2.240 -3.116  0.9459
O 3.845 -3.357 -3.306  -0.5385
O 5.172 -1.722 -3.738  -0.5802
H 2.872 -2.024 -1.569  0.0223
H 4.433 -1.189 -1.318  0.2849
H 3.250 -0.534 -2.483  0.2503

As for the SMILES: CCSCOC(=O)O[C@@H](Cl)CC.C[N+](=O)[O-].C[N+](=O)[O-].C[N+](=O)[O-].C[N+](=O)[O-]. Its HOMO energy is -9.177 eV. As for the net charge: 0. The lowest unoccupied orbital energy comes out at 0.1 eV. As for the electronic energy: -2338.78813 Eh.

=====

Here is a structure of composition C3H6N2O from the OMol25 dataset. Energies are from ωB97M-V/def2-TZVPD.

Last column: Mulliken charge in e.
Atoms and positions in Å:
N -1.320 -0.317 0.729  -0.6002
C -0.600 -0.140 -0.530  -0.4199
C 0.883 -0.046 -0.231  0.4910
O 1.341 -0.886 0.727  -0.4900
C 1.849 0.364 -1.289  -0.5280
N 1.739 1.399 -0.535  -0.2719
H -1.589 0.578 1.124  0.2022
H -2.165 -0.862 0.604  0.2206
H -0.737 -1.039 -1.142  0.3522
H -0.913 0.722 -1.131  0.3449
H 0.924 1.220 0.328  0.2667
H 0.590 -0.993 1.345  0.4323

Its HOMO energy is -8.954 eV. As for the net charge: 0. The lowest unoccupied orbital energy comes out at 0.5 eV. As for the electronic energy: -302.49989 Eh.

=====

Here is a structure of composition C8H8NO5S at a distorted geometry from the OMol25 dataset. Energies are from ωB97M-V/def2-TZVPD.

Last column: Mulliken charge in e.
Atoms and positions in Å:
C -2.743 1.054 -0.969  -0.8723
C -3.335 0.514 0.200  -0.4973
C -1.693 0.271 -1.357  0.3593
C -2.659 -0.596 0.613  0.3316
C -3.814 -1.328 3.006  0.6539
C 1.909 -0.116 0.034  0.8257
C 2.946 0.459 0.966  -1.2993
C -0.507 -1.679 -0.001  -0.7045
N -1.515 -0.715 -0.328  0.1380
O -4.403 -0.320 2.917  -0.5419
O -3.617 -2.290 3.603  -0.5171
O 1.811 -0.064 -1.176  -0.6218
O -0.844 0.357 -2.398  -0.5954
O -2.685 -1.404 1.622  -0.6337
S 0.889 -1.089 1.104  -0.1459
H -3.141 1.978 -1.405  0.3449
H -4.135 0.719 0.868  0.5488
H 2.600 0.809 1.952  0.3745
H 3.651 -0.216 1.109  0.3919
H 3.312 1.457 0.523  0.3063
H -0.121 -2.299 -0.833  0.4181
H -0.021 -0.103 -2.133  0.3460
H -1.052 -2.288 0.705  0.3903

Its HOMO energy is -2.877 eV. As for the net charge: -1. The lowest unoccupied orbital energy comes out at 2.8 eV. As for the electronic energy: -1138.83167 Eh.

=====

Here is a cluster of 4 separate species, C18H37BIO13P2S in total at a distorted geometry from the OMol25 dataset. Energies are from ωB97M-V/def2-TZVPD.

Last column: Mulliken charge in e.
Atoms and positions in Å:
C -4.005 1.860 -1.402  -0.8593
C -4.098 0.267 -1.771  -0.3567
P -4.357 -0.912 -0.303  -0.0404
C -5.499 -0.226 1.051  -0.4040
C -5.018 1.167 1.760  -0.5316
C -2.748 -1.683 0.358  -0.0538
I -1.417 -0.551 1.674  -0.0961
O -1.933 -1.891 -0.883  -0.6554
B -2.279 -3.240 -1.439  1.1296
C -1.067 -4.185 -2.028  -0.4999
C 0.134 -4.509 -0.936  -0.2475
O 1.391 -4.602 -1.748  -0.3013
C 2.467 -4.127 -0.854  0.1579
O 3.235 -3.055 -1.181  -0.5051
O -3.273 -3.850 -0.489  -0.5954
C -2.831 -3.294 0.800  0.1752
P -3.735 -3.757 2.417  0.1265
S -5.021 -5.204 2.143  -0.4508
H -5.072 2.372 -1.272  0.2122
H -3.345 2.121 -0.471  0.2181
H -3.479 2.390 -2.333  0.3083
H -5.024 0.149 -2.515  0.3363
H -3.070 -0.016 -2.298  0.2251
H -5.626 -1.038 1.910  0.2393
H -6.582 -0.116 0.572  0.3318
H -3.864 1.281 1.916  0.0672
H -5.376 2.072 1.071  0.1189
H -5.642 1.271 2.769  0.2345
H -2.963 -2.988 -2.381  -0.4120
H -1.547 -5.221 -2.347  0.0619
H -0.544 -3.650 -2.941  0.1233
H 0.012 -5.539 -0.389  0.1650
H 0.321 -3.603 -0.191  0.2841
H 2.755 -4.665 0.171  0.3333
H -1.750 -3.705 0.977  -0.0163
H -4.282 -2.593 3.083  0.0629
H -2.721 -4.293 3.335  0.0960
C -8.380 5.808 3.633  -0.6038
O -7.355 6.039 4.598  -0.3230
C -6.323 5.160 4.538  0.7777
O -6.217 4.231 3.753  -0.5304
O -5.429 5.495 5.502  -0.3027
C -4.281 4.649 5.557  -0.5886
H -9.153 6.568 3.773  0.2122
H -7.983 5.903 2.618  0.2852
H -8.835 4.823 3.782  0.2854
H -3.720 4.698 4.618  0.2836
H -4.572 3.618 5.782  0.2825
H -3.635 5.008 6.363  0.2016
C 8.295 -0.680 -4.952  -0.7323
O 7.103 -0.273 -4.282  -0.2824
C 6.133 -1.221 -4.243  0.7372
O 6.207 -2.343 -4.718  -0.5489
O 5.067 -0.704 -3.582  -0.2672
C 3.961 -1.598 -3.463  -0.5956
H 9.001 0.154 -4.924  0.2362
H 8.752 -1.535 -4.443  0.3167
H 8.086 -0.919 -6.000  0.3226
H 4.245 -2.489 -2.894  0.3537
H 3.579 -1.873 -4.451  0.2983
H 3.166 -1.080 -2.919  0.1837
C 6.988 0.606 -1.532  -0.5177
O 7.295 1.792 -0.801  -0.2996
C 8.350 1.670 0.044  0.7113
O 9.020 0.664 0.214  -0.5480
O 8.529 2.861 0.668  -0.3054
C 9.613 2.881 1.595  -0.6167
H 6.130 0.819 -2.175  0.2611
H 7.831 0.315 -2.167  0.2549
H 6.716 -0.207 -0.851  0.2906
H 10.561 2.681 1.085  0.2832
H 9.445 2.159 2.401  0.2850
H 9.664 3.881 2.035  0.2180

Its HOMO energy is -4.677 eV. As for the net charge: -1. The lowest unoccupied orbital energy comes out at 2.0 eV. As for the electronic energy: -3089.50898 Eh.

=====

Here is the molecule C6H8O2 at a distorted geometry from the OMol25 dataset. Energies are from ωB97M-V/def2-TZVPD.

Last column: Mulliken charge in e.
Atoms and positions in Å:
C -2.200 -0.132 -0.126  0.6594
C -1.069 0.473 -0.944  -0.7521
C 0.144 0.799 -0.054  0.1242
C 1.596 0.629 -0.623  -0.6872
C 1.069 -0.187 0.463  0.1326
C 1.426 -1.118 1.353  -0.6490
H -0.849 -1.232 0.538  0.2801
H -0.766 -0.251 -1.718  0.3049
H -1.393 1.378 -1.451  0.2933
H 0.037 1.770 0.536  0.2672
H 2.299 1.337 -0.294  0.2896
H 1.621 0.242 -1.665  0.2002
H 0.750 -1.506 2.111  0.3464
H 2.470 -1.491 1.317  0.2303
O -1.819 -1.085 0.726  -0.4566
O -3.317 0.373 -0.168  -0.5833

As for the SMILES: C=C1C[C@H]1CC(=O)O. Its HOMO energy is -10.066 eV. As for the net charge: 0. The lowest unoccupied orbital energy comes out at 0.7 eV. As for the electronic energy: -383.84032 Eh.